# 1
This record from OMol25 describes a molecular structure, C30H50NO2P2Pb. The level of theory is ωB97M-V with the def2-TZVPD basis set.

Geometry as XYZ:
```
86
Properties=species:S:1:pos:R:3
Pb 1.38 -0.19 -0.75
C -1.43 -4.74 -1.26
C -0.52 -3.53 -1.43
C 0.97 -3.91 -1.50
P -0.72 -2.08 -0.32
C -2.51 -1.65 -0.08
C -3.15 -1.43 -1.45
C -3.28 -2.62 0.80
C -0.11 -2.45 1.37
C 0.09 -3.71 1.87
C 0.56 -3.93 3.18
C 0.77 -5.30 3.70
C 0.85 -2.81 3.99
C 0.65 -1.54 3.53
C 0.13 -1.32 2.23
N -0.07 -0.11 1.67
C -0.26 1.05 2.29
C -0.59 1.19 3.68
C -0.57 2.41 4.27
C -0.24 3.57 3.53
C -0.20 4.89 4.19
C -0.05 3.46 2.13
C -0.12 2.25 1.49
P -0.19 2.11 -0.35
C -2.02 2.16 -0.69
C -2.25 2.33 -2.19
C -2.80 3.17 0.15
C 0.67 3.53 -1.16
C 2.14 3.54 -0.71
C 0.05 4.93 -1.12
H -1.16 -5.48 -2.01
H -2.48 -4.50 -1.41
H -1.33 -5.23 -0.29
H -0.78 -3.08 -2.40
H 1.33 -4.35 -0.57
H 1.60 -3.06 -1.75
H 1.11 -4.65 -2.29
H -2.46 -0.69 0.44
H -3.24 -2.36 -2.01
H -2.58 -0.71 -2.06
H -4.16 -1.03 -1.33
H -3.35 -3.62 0.37
H -4.30 -2.25 0.92
H -2.85 -2.71 1.80
H -0.12 -4.58 1.27
H 0.39 -6.07 3.04
H 0.32 -5.42 4.69
H 1.85 -5.48 3.84
H 1.28 -2.97 4.97
H 0.99 -0.70 4.13
H -0.90 0.32 4.24
H -0.82 2.52 5.32
H 0.22 4.82 5.20
H -1.23 5.26 4.32
H 0.35 5.63 3.61
H 0.09 4.37 1.58
H -2.35 1.15 -0.40
H -1.95 3.31 -2.54
H -3.31 2.21 -2.40
H -1.72 1.58 -2.77
H -2.47 4.19 -0.01
H -2.77 2.95 1.21
H -3.85 3.13 -0.16
H 0.64 3.19 -2.20
H 2.24 3.82 0.34
H 2.69 4.27 -1.30
H 2.63 2.57 -0.84
H 0.11 5.40 -0.15
H -0.98 4.95 -1.46
H 0.63 5.56 -1.81
C 0.13 -0.21 -4.00
O 1.33 -0.21 -3.20
C 2.47 0.33 -3.91
C 3.74 -0.23 -3.34
O 3.80 0.10 -1.96
C 5.09 -0.20 -1.38
H 0.30 -0.79 -4.90
H -0.14 0.81 -4.27
H -0.65 -0.67 -3.41
H 2.45 1.42 -3.83
H 2.39 0.04 -4.96
H 4.59 0.20 -3.88
H 3.78 -1.32 -3.47
H 5.86 0.37 -1.89
H 5.30 -1.27 -1.47
H 5.05 0.09 -0.34
```

Computed properties:
net charge = +3
energy = -61306.4849 eV
energy above the lowest of the compared OMol25 structures with the same formula, charge and spin = 3.42 kcal per mole
HOMO-LUMO gap = 0.2028 Ha
strongest force on any atom = 0.25 eV/Å
LUMO level = -11.3 eV



# 2
This record from OMol25 describes a single C6H6ClN3 molecule. The level of theory is ωB97M-V with the def2-TZVPD basis set.

Geometry as XYZ:
```
16
Properties=species:S:1:pos:R:3
C 0.07 2.32 0.09
N -0.77 1.12 0.06
N -2.11 1.27 0.16
C -2.70 0.10 0.10
Cl -4.35 0.07 0.29
C -1.81 -0.96 -0.06
N -1.47 -2.28 -0.29
C -0.14 -2.39 -0.44
C 0.52 -1.19 -0.27
C -0.41 -0.17 -0.14
H -0.44 2.94 0.90
H 1.06 2.04 0.41
H 0.25 2.96 -0.85
H -2.13 -3.06 -0.22
H 0.26 -3.37 -0.79
H 1.58 -1.04 -0.19
```

Computed properties:
net charge = 0
SMILES = Cn1nc(Cl)c2[nH]ccc21
energy = -23309.7375 eV
energy above the lowest of the compared OMol25 structures with the same formula, charge and spin = 23.67 kcal per mole
HOMO-LUMO gap = 0.3228 Ha
strongest force on any atom = 6.63 eV/Å
LUMO level = 0.8 eV



# 3
This record from OMol25 describes a single C4H6N2O molecule. The level of theory is ωB97M-V with the def2-TZVPD basis set.

Geometry as XYZ:
```
13
Properties=species:S:1:pos:R:3
N -0.71 -1.08 -1.69
C -0.22 -0.49 -0.50
N 0.22 -1.24 0.57
C 0.69 -0.43 1.56
C 0.59 0.87 1.13
C 0.02 0.81 -0.17
O -0.28 1.87 -0.99
H -0.32 -0.60 -2.49
H -1.72 -1.00 -1.75
H 0.17 -2.25 0.57
H 1.07 -0.83 2.48
H 0.88 1.75 1.69
H -0.39 2.62 -0.42
```

Computed properties:
net charge = 0
SMILES = Nc1[nH]ccc1O
energy = -9272.5452 eV
energy above the lowest of the compared OMol25 structures with the same formula, charge and spin = 22.06 kcal per mole
HOMO-LUMO gap = 0.3176 Ha
strongest force on any atom = 0.60 eV/Å
LUMO level = 0.9 eV



# 4
This record from OMol25 describes a single C5H9N molecule. The level of theory is ωB97M-V with the def2-TZVPD basis set.

Geometry as XYZ:
```
15
Properties=species:S:1:pos:R:3
C 1.54 -0.64 -0.36
C 0.49 -0.29 0.68
C -0.12 1.11 0.44
C -1.21 0.40 -0.34
N -1.93 0.72 -1.32
C -0.89 -0.92 0.34
H 1.81 -1.70 -0.31
H 2.45 -0.04 -0.21
H 1.18 -0.44 -1.37
H 0.85 -0.47 1.70
H 0.50 1.85 -0.09
H -0.52 1.58 1.34
H -1.72 1.70 -1.49
H -1.52 -1.04 1.23
H -0.92 -1.84 -0.25
```

Computed properties:
net charge = 0
SMILES = CC1CC(=N)C1
energy = -6820.0377 eV
energy above the lowest of the compared OMol25 structures with the same formula, charge and spin = 22.07 kcal per mole
HOMO-LUMO gap = 0.3994 Ha
strongest force on any atom = 0.51 eV/Å
LUMO level = 1.1 eV



# 5
This record from OMol25 describes a molecular structure, C6H14. The level of theory is ωB97M-V with the def2-TZVPD basis set.

Geometry as XYZ:
```
20
Properties=species:S:1:pos:R:3
C 2.60 0.02 -0.38
C 1.29 -0.71 -0.12
C -0.03 0.01 0.13
C -0.06 1.45 -0.24
C -1.22 -0.86 -0.20
C -2.51 -0.31 0.39
H 2.85 0.62 0.50
H 3.41 -0.70 -0.51
H 2.63 0.69 -1.25
H 1.24 -1.77 -0.42
H 0.98 -0.61 0.98
H -0.13 0.10 1.54
H -0.89 1.90 0.30
H 0.87 1.95 0.08
H -0.18 1.60 -1.31
H -1.03 -1.88 0.19
H -1.30 -0.97 -1.29
H -2.81 0.62 -0.10
H -3.32 -1.03 0.26
H -2.38 -0.11 1.46
```

Computed properties:
net charge = 0
energy = -6446.0417 eV
energy above the lowest of the compared OMol25 structures with the same formula, charge and spin = 77.65 kcal per mole
HOMO-LUMO gap = 0.3470 Ha
strongest force on any atom = 4.23 eV/Å
LUMO level = 1.1 eV



# 6
This record from OMol25 describes a molecular structure, C5F15O15S5V. The level of theory is ωB97M-V with the def2-TZVPD basis set.

Geometry as XYZ:
```
41
Properties=species:S:1:pos:R:3
V 0.21 -0.13 -0.18
C 0.63 -3.77 -2.55
F 0.81 -5.00 -2.13
F 1.27 -3.56 -3.74
F -0.62 -3.59 -2.76
S 1.39 -2.43 -1.22
O 0.50 -2.31 -0.03
O 2.79 -2.74 -0.91
O 1.25 -1.10 -1.75
C 4.43 -1.31 1.50
F 5.39 -0.90 2.28
F 4.83 -1.23 0.30
F 4.09 -2.53 1.85
S 3.01 -0.01 1.88
O 3.69 1.27 1.95
O 2.05 0.02 0.72
O 2.34 -0.35 3.11
C -4.27 0.24 -1.16
F -4.30 -0.65 -0.16
F -5.34 0.19 -1.91
F -4.21 1.47 -0.65
S -2.72 -0.18 -2.27
O -2.63 0.83 -3.37
O -1.64 -0.24 -1.29
O -3.00 -1.50 -2.83
C -3.04 0.25 3.33
F -3.21 1.61 3.25
F -3.59 -0.21 4.51
F -3.64 -0.38 2.30
S -1.11 -0.09 3.15
O -0.96 -1.51 3.46
O -0.80 0.19 1.74
O -0.50 0.83 4.10
C 1.56 4.16 -0.91
F 0.89 5.35 -0.63
F 2.63 4.46 -1.75
F 2.00 3.51 0.20
S 0.20 3.06 -1.76
O 0.64 2.82 -3.13
O 0.09 1.80 -0.97
O -1.12 3.66 -1.56
```

Computed properties:
net charge = -2
energy = -156524.7883 eV
spin multiplicity = 5
HOMO-LUMO gap (spin up / spin down) = 0.2519 / 0.1162 Ha
strongest force on any atom = 3.94 eV/Å
LUMO level (spin up / spin down) = 4.2 / -1.2 eV



# 7
This record from OMol25 describes a molecular structure, C15H15Cl3N2O4P. The level of theory is ωB97M-V with the def2-TZVPD basis set.

Geometry as XYZ:
```
40
Properties=species:S:1:pos:R:3
C -3.04 -5.60 -0.83
C -1.71 -5.05 -1.28
O -1.49 -3.77 -0.66
P -0.54 -2.72 -1.40
C 0.86 -2.39 -0.25
C 2.10 -3.13 -0.63
N 3.11 -3.65 -0.84
O -0.22 -3.14 -2.80
O -1.28 -1.36 -1.32
C -2.57 -1.01 -0.70
C -2.58 0.48 -0.44
H -3.10 -6.67 -1.04
H -3.22 -5.43 0.24
H -3.83 -5.09 -1.40
H -0.88 -5.73 -1.02
H -1.67 -4.89 -2.36
H 0.56 -2.65 0.79
H -3.36 -1.30 -1.40
H -2.70 -1.58 0.23
H -3.53 0.79 -0.02
H -1.78 0.75 0.25
H -2.39 1.04 -1.35
Cl 1.16 -0.57 -0.16
C 2.13 1.20 0.88
Cl 3.78 0.69 1.16
C 2.12 2.19 -0.22
O 2.21 1.93 -1.42
C 2.11 3.58 0.27
C 1.56 3.89 1.55
C 1.47 5.27 1.87
C 1.91 6.19 0.95
C 2.39 5.79 -0.28
N 2.44 4.52 -0.58
C 1.26 2.81 2.46
Cl 0.58 3.18 3.93
C 1.38 1.50 2.07
H 1.11 5.51 2.86
H 1.82 7.26 1.16
H 2.74 6.47 -1.02
H 1.10 0.69 2.76
```

Computed properties:
net charge = -1
energy = -73825.3905 eV
HOMO-LUMO gap = 0.2095 Ha
strongest force on any atom = 2.63 eV/Å
LUMO level = 2.5 eV



# 8
This record from OMol25 describes a single C6H12O molecule. The level of theory is ωB97M-V with the def2-TZVPD basis set.

Geometry as XYZ:
```
19
Properties=species:S:1:pos:R:3
C -2.17 0.54 0.05
C -0.98 -0.33 0.47
C -0.37 -1.03 -0.76
O 0.85 -1.65 -0.30
C 1.95 -0.99 -0.01
C 2.21 0.29 -0.78
C 0.08 0.46 1.24
H -2.94 -0.05 -0.46
H -1.85 1.33 -0.63
H -2.63 1.01 0.92
H -1.34 -1.13 1.13
H -1.00 -1.85 -1.11
H -0.19 -0.34 -1.59
H 1.01 -0.12 1.39
H 3.00 -0.07 -1.46
H 2.70 1.02 -0.14
H 1.44 0.79 -1.38
H 0.33 1.40 0.73
H -0.24 0.68 2.26
```

Computed properties:
net charge = 0
energy = -8460.8764 eV
energy above the lowest of the compared OMol25 structures with the same formula, charge and spin = 80.19 kcal per mole
HOMO-LUMO gap = 0.3274 Ha
strongest force on any atom = 0.68 eV/Å
LUMO level = 0.9 eV